# C6H10O

C6H10O as an isolated structure (wB97M-V/def2-TZVPD, the Open Molecules 2025 dataset).

The calculation puts the frontier orbital gap at 0.30426 hartree. The calculation puts the LUMO energy at 0.9 eV. The largest force on an atom is 0.4 eV/A. As for the total energy: -309.71035 Ha. The calculation puts the relative energy (zero: lowest compared OMol25 entry of this formula, charge and spin) at 3.592 eV. The HOMO energy is -7.42 eV. As for the multiplicity: 1.

CARTESIAN COORDINATES (ANGSTROEM)
1 C 0.05915 0.62904 2.21703
2 C -0.08136 0.27137 0.75621
3 C -0.04866 1.16954 -0.23467
4 C -0.18574 0.69974 -1.65888
5 C -0.28974 -0.81874 -1.66401
6 C -0.31095 -1.15932 0.48197
7 O 0.73094 -1.97919 0.72658
8 H 0.94861 0.17035 2.66631
9 H -0.80435 0.26967 2.78751
10 H 0.13712 1.71162 2.34951
11 H 0.01449 2.23637 -0.02397
12 H 0.65223 1.05838 -2.27339
13 H -1.09096 1.13497 -2.10006
14 H -1.02347 -1.20302 -2.38424
15 H 0.65089 -1.35603 -1.80138
16 H -0.93042 -1.34953 -0.56553
17 H 1.57224 -1.48522 0.72102